[1]
DFT (ωB97M-V/def2-TZVPD) results for C29H22BrIrN3O6Te as an isolated structure.

Molar mass in g/mol: 908.23
HOMO level (alpha / beta) in eV: -7.807 / -7.805
⟨S²⟩: 0.755
Energy relative to the best compared isomer or geometry (same formula, charge and spin) in kJ/mol: 0.00
2S+1: 2
E_LUMO (alpha / beta) in eV: -2.5 / -3.1

Last column: natural (NBO) charge in e.
Atoms and positions in Å:
Ir  1.612  0.831  -0.224  1.3768
O  1.554  3.740  -4.072  -0.6796
C  1.001  4.691  -3.269  0.4061
C  1.053  6.044  -3.569  -0.3134
C  0.472  6.962  -2.709  -0.1636
C  -0.160  6.539  -1.549  -0.2452
C  -0.206  5.186  -1.253  -0.1624
C  0.365  4.251  -2.107  -0.1678
C  0.374  2.780  -1.810  0.1969
O  1.622  2.420  -1.215  -0.6290
N  -0.668  2.423  -0.857  -0.4609
N  -0.482  1.078  -0.433  -0.3232
C  -1.478  0.558  0.183  0.1353
C  -1.587  -0.779  0.732  -0.3346
Br  1.412  0.445  2.126  -0.2208
C  -2.454  -0.887  1.755  -0.1235
C  -2.698  -2.050  2.612  -0.0209
C  -1.640  -2.794  3.133  -0.2101
C  -1.891  -3.879  3.955  -0.2016
C  -3.198  -4.244  4.248  -0.1978
C  -4.256  -3.503  3.740  -0.2062
C  -4.006  -2.398  2.943  -0.2047
H  2.008  4.156  -4.812  0.4903
H  1.551  6.375  -4.473  0.2155
H  0.518  8.016  -2.949  0.2216
H  -0.608  7.258  -0.877  0.2214
H  -0.678  4.844  -0.341  0.2275
H  0.293  2.204  -2.738  0.1869
H  -1.578  2.512  -1.299  0.3752
H  -2.347  1.206  0.320  0.1902
H  -3.053  -0.007  1.995  0.2036
H  -0.621  -2.512  2.895  0.2308
H  -1.064  -4.445  4.365  0.2214
H  -3.392  -5.100  4.881  0.2189
H  -5.276  -3.782  3.972  0.2196
H  -4.831  -1.813  2.553  0.2148
O  8.286  -0.812  0.114  -0.7092
C  7.899  0.300  -0.268  0.7240
O  8.482  1.303  -0.706  -0.7162
C  6.364  0.463  -0.213  0.0078
C  5.788  1.697  0.068  -0.2061
C  4.416  1.829  0.118  0.0523
N  3.623  0.784  -0.135  -0.4431
C  4.159  -0.421  -0.416  0.0461
C  5.515  -0.623  -0.442  -0.1619
C  3.153  -1.485  -0.686  0.7482
O  3.386  -2.625  -0.943  -0.5003
O  1.862  -1.040  -0.603  -0.6370
H  6.431  2.552  0.221  0.2605
H  3.922  2.765  0.340  0.2212
H  5.923  -1.607  -0.626  0.2752
Te  -0.751  -2.460  -0.271  0.6179
C  -2.598  -3.485  -0.201  -0.2722
C  -2.701  -4.673  0.511  -0.2546
C  -3.914  -5.347  0.572  -0.1436
C  -5.029  -4.830  -0.069  -0.2253
C  -4.929  -3.644  -0.785  -0.2117
C  -3.715  -2.978  -0.860  -0.2396
H  -1.840  -5.066  1.038  0.2252
H  -3.987  -6.270  1.133  0.2086
H  -5.976  -5.351  -0.015  0.2165
H  -5.795  -3.243  -1.297  0.2161
H  -3.637  -2.061  -1.432  0.2137

***

[2]
DFT (ωB97M-V/def2-TZVPD) results for C29H22BrN5O3SSr as an isolated structure.

Molar mass in g/mol: 688.12
Net charge: -2
HOMO level in eV: -1.334
Energy relative to the best compared isomer or geometry (same formula, charge and spin) in kJ/mol: 0.00
2S+1: 1
E_LUMO in eV: 3.8

Last column: natural (NBO) charge in e.
Atoms and positions in Å:
Sr  0.060  0.045  -0.473  1.8291
Br  8.114  -1.156  0.109  -0.0359
C  6.229  -1.151  -0.213  -0.1769
C  5.731  -1.666  -1.418  -0.2162
C  4.384  -1.672  -1.651  -0.2955
C  3.424  -1.163  -0.706  0.4364
O  2.193  -1.184  -0.966  -0.7706
C  3.980  -0.644  0.519  -0.1992
C  3.187  -0.120  1.608  0.1583
N  1.916  0.022  1.661  -0.5084
C  1.368  0.419  2.886  0.2614
C  1.805  -0.071  4.094  -0.2939
C  1.237  0.361  5.312  -0.2089
C  0.227  1.277  5.324  -0.2429
C  -0.280  1.777  4.099  -0.0235
C  -1.347  2.706  4.031  -0.1628
C  -1.803  3.121  2.820  -0.2501
C  -1.207  2.593  1.650  0.0995
N  -0.215  1.746  1.678  -0.4478
C  0.268  1.336  2.879  0.1016
C  5.369  -0.653  0.728  -0.1863
H  6.417  -2.055  -2.161  0.2065
H  3.988  -2.062  -2.580  0.2137
H  3.785  0.180  2.481  0.1350
H  2.580  -0.827  4.107  0.2103
H  1.609  -0.051  6.242  0.1985
H  -0.214  1.612  6.256  0.1963
H  -1.787  3.067  4.955  0.1946
H  -2.616  3.828  2.727  0.2141
H  -1.567  2.887  0.671  0.2284
H  5.759  -0.257  1.659  0.2039
C  -1.983  -1.437  3.539  -0.6781
C  -2.000  -0.977  2.086  0.4730
O  -0.942  -1.211  1.429  -0.8246
C  -3.156  -0.372  1.612  -0.5245
C  -3.454  -0.061  0.236  0.2549
C  -4.908  0.185  -0.103  -0.6680
N  -2.554  -0.043  -0.695  -0.4385
N  -3.061  0.103  -1.989  -0.4951
C  -2.140  -0.093  -2.898  0.5295
O  -0.908  -0.376  -2.743  -0.8480
C  -2.640  0.008  -4.319  0.0122
C  -3.977  0.261  -4.622  -0.2144
C  -4.402  0.334  -5.940  -0.2384
C  -3.496  0.155  -6.981  -0.2470
C  -2.162  -0.094  -6.686  -0.2316
C  -1.739  -0.167  -5.365  -0.2231
H  -1.126  -0.994  4.051  0.2090
H  -1.853  -2.522  3.563  0.2037
H  -2.897  -1.172  4.073  0.1881
H  -3.977  -0.272  2.312  0.1790
H  -5.506  0.261  0.807  0.1859
H  -5.292  -0.632  -0.717  0.2195
H  -5.012  1.092  -0.699  0.2262
H  -4.665  0.399  -3.799  0.2346
H  -5.445  0.533  -6.160  0.1897
H  -3.827  0.214  -8.012  0.1876
H  -1.447  -0.230  -7.489  0.1917
H  -0.706  -0.358  -5.106  0.2403
S  -0.431  5.324  -1.321  -0.4328
C  0.036  3.743  -1.248  0.1256
N  0.359  2.625  -1.153  -0.6549

***

[3]
DFT (ωB97M-V/def2-TZVPD) results for C29H22Cl2N3O5Ru as an isolated structure at a distorted geometry.

Molar mass in g/mol: 664.49
Net charge: +1
HOMO level (alpha / beta) in eV: -10.152 / -10.501
⟨S²⟩: 6.064
2S+1: 5
E_LUMO (alpha / beta) in eV: -2.7 / -6.0

Last column: natural (NBO) charge in e.
Atoms and positions in Å:
Ru  -0.486  0.209  0.343  1.1044
C  -1.354  -5.720  0.209  -0.2540
O  -1.046  -4.338  0.219  -0.4881
C  0.249  -3.995  0.038  0.2211
C  1.289  -4.874  -0.099  -0.2488
C  2.610  -4.408  -0.275  -0.2144
C  2.872  -3.075  -0.328  -0.1698
C  1.831  -2.120  -0.197  -0.1985
C  2.190  -0.765  -0.315  0.1603
N  1.375  0.269  -0.239  -0.2245
N  1.888  1.488  -0.424  -0.3613
C  0.944  2.428  -0.376  0.5932
O  -0.302  2.116  -0.297  -0.6449
C  1.352  3.835  -0.386  -0.0819
C  0.371  4.821  -0.279  -0.1785
C  0.738  6.153  -0.228  -0.2153
C  2.082  6.502  -0.281  -0.1732
C  3.059  5.522  -0.384  -0.2147
C  2.701  4.187  -0.436  -0.1735
C  0.479  -2.575  0.014  0.4890
O  -0.534  -1.814  0.194  -0.6869
H  -2.434  -5.787  0.308  0.1953
H  -0.881  -6.237  1.047  0.1840
H  -1.051  -6.187  -0.731  0.1890
H  1.111  -5.940  -0.074  0.2301
H  3.415  -5.124  -0.371  0.2296
H  3.884  -2.723  -0.479  0.2223
H  3.236  -0.532  -0.493  0.2222
H  -0.665  4.517  -0.234  0.2304
H  -0.018  6.922  -0.142  0.2205
H  2.368  7.546  -0.245  0.2210
H  4.104  5.803  -0.421  0.2225
H  3.448  3.410  -0.516  0.2363
Cl  -2.558  -3.836  4.218  0.0626
C  -3.161  -3.129  2.768  -0.0096
C  -3.959  -3.865  1.908  -0.2096
C  -4.440  -3.282  0.749  -0.1526
C  -4.117  -1.972  0.428  -0.2117
C  -3.324  -1.248  1.294  -0.0174
Cl  -2.795  0.353  0.855  0.1554
C  -2.850  -1.801  2.486  0.0495
N  -2.023  -1.060  3.364  -0.4288
C  -2.455  -0.025  4.101  0.2202
C  -3.854  0.180  4.264  -0.1853
C  -4.316  1.223  5.013  -0.1950
C  -3.403  2.106  5.610  -0.0724
C  -2.033  1.923  5.452  -0.2030
C  -1.521  0.868  4.724  0.0846
C  -0.036  0.719  4.537  -0.5587
C  0.241  0.655  3.025  0.7818
O  0.160  1.693  2.356  -0.6704
O  0.393  -0.502  2.524  -0.7665
H  -4.200  -4.889  2.159  0.2474
H  -5.059  -3.859  0.075  0.2414
H  -4.463  -1.527  -0.494  0.2500
H  -1.004  -1.209  3.269  0.4781
H  -4.541  -0.520  3.808  0.2391
H  -5.380  1.359  5.147  0.2432
H  -3.766  2.936  6.202  0.2371
H  -1.346  2.623  5.908  0.2407
H  0.340  -0.194  5.002  0.2503
H  0.472  1.580  4.962  0.2569

***

[4]
DFT (ωB97M-V/def2-TZVPD) results for a 2-piece molecular cluster, C29H22F3N2O6S2 overall at a distorted geometry.

Molar mass in g/mol: 615.63
Net charge: -1
HOMO level in eV: -3.117
2S+1: 1
E_LUMO in eV: 1.5

Last column: natural (NBO) charge in e.
Atoms and positions in Å:
F  5.338  1.367  2.298  -0.3443
C  4.933  0.241  2.966  0.9848
F  5.560  -0.823  2.381  -0.3426
F  5.426  0.340  4.244  -0.3516
C  3.438  0.101  2.935  -0.2799
C  2.851  -1.164  2.888  -0.1583
C  1.475  -1.265  2.784  -0.2928
C  0.642  -0.105  2.675  0.0196
C  -0.745  -0.270  2.429  -0.8287
S  -1.810  1.062  2.772  2.1687
C  -3.479  0.365  2.855  -0.3145
C  -4.159  0.062  1.675  -0.1337
C  -5.465  -0.427  1.725  -0.2362
C  -6.105  -0.581  2.958  -0.2208
C  -5.426  -0.272  4.140  -0.2327
C  -4.114  0.204  4.090  -0.1860
O  -1.580  1.567  4.107  -0.9848
O  -1.893  1.984  1.661  -0.9752
C  1.286  1.162  2.847  -0.2219
C  2.661  1.260  2.951  -0.1683
H  3.467  -2.061  2.928  0.2094
H  0.984  -2.237  2.801  0.1899
H  -1.217  -1.245  2.403  0.2074
H  -3.662  0.207  0.720  0.2272
H  -5.976  -0.681  0.796  0.2125
H  -7.134  -0.939  2.996  0.2014
H  -5.916  -0.395  5.108  0.2038
H  -3.582  0.454  5.004  0.2410
H  0.691  2.076  2.888  0.2115
H  3.132  2.238  3.055  0.2097
C  -4.004  -9.098  1.365  -0.6347
C  -3.897  -7.719  0.771  0.0201
C  -4.494  -7.434  -0.459  -0.2216
C  -4.429  -6.154  -1.007  -0.1600
C  -3.718  -5.155  -0.328  -0.3767
S  -3.538  -3.534  -1.046  2.3127
O  -3.928  -3.591  -2.430  -0.9045
O  -3.983  -2.486  -0.168  -0.9013
N  -1.822  -3.269  -1.018  -0.6265
C  -0.952  -4.058  -1.782  0.1987
C  -1.240  -5.104  -2.648  -0.2591
C  -0.159  -5.730  -3.275  -0.2158
C  1.151  -5.242  -3.099  -0.2281
C  1.420  -4.151  -2.265  -0.1781
C  0.353  -3.578  -1.583  -0.1085
C  0.228  -2.436  -0.693  0.0190
N  1.247  -1.497  -0.457  0.4842
O  2.447  -1.827  -0.641  -0.4114
O  0.904  -0.343  -0.101  -0.3301
C  -1.113  -2.290  -0.359  0.0587
C  -3.159  -5.412  0.925  -0.0944
C  -3.219  -6.700  1.447  -0.2320
H  -3.495  -9.139  2.333  0.2197
H  -5.052  -9.388  1.519  0.2248
H  -3.555  -9.855  0.709  0.2250
H  -5.015  -8.231  -0.993  0.2162
H  -4.898  -5.941  -1.964  0.2430
H  -2.265  -5.418  -2.826  0.2280
H  -0.341  -6.600  -3.905  0.2109
H  1.972  -5.726  -3.628  0.2114
H  2.412  -3.733  -2.119  0.2494
H  -1.555  -1.539  0.271  0.2878
H  -2.664  -4.623  1.483  0.2365
H  -2.740  -6.928  2.399  0.2219